This record from the Open Molecules 2025 dataset describes a molecular structure, C18H36BN2O36S7 in a non-equilibrium geometry. The level of theory is ωB97M-V/def2-TZVPD.

Structure (XYZ):
```
100
Properties=species:S:1:pos:R:3:lowdin_charge:R:1
N 1.2999 4.6201 0.8470 0.315
H 0.7889 3.7156 0.7694 0.067
H 1.8425 4.7273 -0.0109 0.139
H 1.9785 4.4621 1.6045 0.132
H 0.7376 5.4256 1.1023 0.149
N 0.6764 -6.4218 0.0213 0.272
H 0.7308 -6.9405 -0.8603 0.085
H 0.6931 -5.3895 -0.1554 0.069
H 1.4037 -6.7162 0.6682 0.138
H -0.2372 -6.5988 0.4371 0.144
O 0.1971 -3.8594 -0.4076 0.096
C 0.6229 -2.7720 -0.7190 -0.347
O 0.8070 -1.7330 0.0241 0.251
B 1.2586 -0.5982 -0.8379 -0.843
O 1.5923 -1.2185 -2.1179 0.270
C 1.1433 -2.4617 -2.1367 -0.352
O 1.1783 -3.2946 -2.9909 0.171
O 2.4047 0.0936 -0.2523 0.256
C 2.0186 1.2836 0.1803 -0.371
O 2.6522 2.0998 0.7733 0.163
C 0.5306 1.4195 -0.1544 -0.370
O 0.1698 0.4202 -0.9357 0.248
O -0.1142 2.3817 0.1495 0.116
C 0.5987 -5.2904 -5.5506 -0.123
C -0.7786 -4.9609 -4.9468 -0.150
O -1.2359 -6.1877 -4.3781 -0.161
S 0.0084 -6.9537 -3.7574 0.610
O -0.1732 -8.3257 -3.9356 -0.175
O 0.3020 -6.4661 -2.4458 -0.258
O 1.0772 -6.4138 -4.7850 -0.165
H 1.2519 -4.4390 -5.3681 0.122
H 0.5971 -5.5508 -6.6047 0.135
H -1.4710 -4.5781 -5.6898 0.140
H -0.6362 -4.2021 -4.1780 0.104
C -1.1914 4.9837 -5.1669 -0.156
C -2.2689 4.4747 -4.2365 -0.136
O -1.7129 4.6532 -2.9113 -0.189
S -0.1327 4.7991 -3.0052 0.570
O 0.4990 3.7868 -2.2480 -0.219
O 0.2151 6.1460 -2.7587 -0.210
O 0.0017 4.4838 -4.5503 -0.164
H -1.1596 6.0736 -5.2145 0.138
H -1.3306 4.5919 -6.1696 0.143
H -2.4198 3.4003 -4.3667 0.135
H -3.2398 4.9568 -4.3014 0.141
C -1.7765 -3.5592 2.2199 -0.148
C -2.1026 -4.5453 3.3243 -0.152
O -0.8525 -5.0484 3.7716 -0.165
S 0.3587 -4.1236 3.3365 0.593
O 1.1495 -4.8292 2.3898 -0.223
O 0.9496 -3.5478 4.4796 -0.187
O -0.5135 -3.0182 2.6127 -0.199
H -2.5035 -2.7527 2.1850 0.138
H -1.6744 -4.0040 1.2286 0.117
H -2.7801 -5.3412 3.0166 0.139
H -2.6250 -4.0623 4.1543 0.140
C -3.1066 1.3554 -0.9049 -0.165
C -3.5913 0.1608 -0.1029 -0.152
O -4.7265 -0.3275 -0.8227 -0.178
S -5.4766 0.8896 -1.5408 0.585
O -6.4153 1.4814 -0.6680 -0.211
O -5.8566 0.4387 -2.8167 -0.201
O -4.2211 1.8724 -1.6320 -0.186
H -2.3525 1.0019 -1.6075 0.126
H -2.7139 2.1667 -0.3023 0.105
H -3.9131 0.4345 0.9042 0.125
H -2.8166 -0.6004 -0.0677 0.126
C -3.9816 4.9233 2.8463 -0.104
C -4.0735 3.9003 1.6902 -0.151
O -3.3858 2.7462 2.1293 -0.212
S -2.3419 3.0646 3.2725 0.581
O -1.1488 3.5570 2.6729 -0.231
O -2.3029 2.0014 4.1913 -0.184
O -3.1831 4.2744 3.8723 -0.178
H -4.9381 5.0971 3.3251 0.134
H -3.4866 5.8366 2.5296 0.130
H -3.5497 4.2314 0.7900 0.127
H -5.1001 3.6685 1.4184 0.138
C 5.6815 1.2078 -0.4554 -0.141
C 5.7005 0.5412 0.9096 -0.145
O 7.1147 0.6094 1.2339 -0.195
S 7.6040 2.0817 0.9207 0.569
O 8.9017 2.0487 0.3756 -0.204
O 7.3134 2.9196 2.0199 -0.212
O 6.5409 2.3483 -0.2393 -0.195
H 4.7437 1.7151 -0.6616 0.112
H 6.0275 0.5519 -1.2495 0.137
H 5.4054 -0.5012 0.9212 0.133
H 5.2128 1.1358 1.6831 0.126
C 1.4951 -0.4383 4.4860 -0.126
C 0.6454 -0.0479 3.2556 -0.154
O 0.7442 1.3518 3.1178 -0.219
S 1.5655 2.0965 4.2897 0.594
O 0.6726 2.6924 5.2077 -0.196
O 2.5555 2.8507 3.6301 -0.216
O 2.1707 0.7614 4.8923 -0.170
H 2.2694 -1.1468 4.2054 0.125
H 0.9246 -0.8489 5.3134 0.131
H -0.3995 -0.3029 3.4410 0.126
H 0.9867 -0.5957 2.3778 0.114
```

The LUMO energy comes out at -0.0923 Eh. As for the total charge: +1. The energy above the lowest of the compared OMol25 structures with the same formula, charge and spin comes out at 0.000 eV. The value obtained for the max |F| is 2.04 eV/Å. Its HOMO energy is -12.39 eV.